[1]
Density functional theory data (the ωB97M-V functional and the def2-TZVPD basis) for a structure of composition C21H21ClInN2P in a non-equilibrium geometry.

## Properties
E_HOMO (spin up / spin down) ... -14.95 / -14.96 eV
Energy ... -52062.066 eV
Charge ... +2
Lowest unoccupied orbital energy (spin up / spin down) ... -9.3403 / -10.4788 eV
Relative energy (zero: lowest compared OMol25 entry of this formula, charge and spin) ... 403.6 kJ/mol
HOMO-LUMO gap (spin up / spin down) ... 5.6 / 4.5 eV
Molecular weight ... 482.66 g/mol

XYZ file:
```
47
Properties=species:S:1:pos:R:3:mulliken_charge:R:1
In 0.000 0.000 0.000 1.204
Cl 2.344 -0.484 0.092 -0.341
P 0.001 -0.013 -2.294 0.977
C -0.677 1.514 -3.041 0.725
C -1.840 1.518 -3.821 -0.597
C -2.319 2.713 -4.360 -0.701
C -1.639 3.908 -4.128 -0.527
C -0.478 3.908 -3.351 -0.769
C 0.000 2.720 -2.803 -0.631
C 1.656 -0.179 -3.044 0.481
C 2.355 -1.372 -2.814 -0.276
C 3.613 -1.566 -3.377 -0.802
C 4.189 -0.565 -4.162 -0.438
C 3.504 0.630 -4.382 -0.599
C 2.238 0.824 -3.827 -0.394
C -0.971 -1.338 -3.101 0.777
C -1.568 -2.324 -2.303 -0.444
C -2.355 -3.318 -2.880 -0.736
C -2.543 -3.348 -4.264 -0.524
C -1.942 -2.377 -5.065 -0.801
C -1.163 -1.374 -4.488 -0.282
H 1.913 -2.132 -2.175 0.514
H 4.151 -2.491 -3.191 0.442
H 5.176 -0.712 -4.591 0.447
H 3.955 1.415 -4.982 0.468
H 1.708 1.757 -3.992 0.533
H -2.373 0.590 -4.007 0.483
H -3.224 2.708 -4.962 0.436
H -2.013 4.838 -4.548 0.430
H 0.054 4.837 -3.165 0.422
H 0.898 2.714 -2.189 0.581
H -1.402 -2.310 -1.230 0.044
H -2.815 -4.075 -2.251 0.430
H -3.148 -4.129 -4.714 0.428
H -2.079 -2.399 -6.143 0.432
H -0.699 -0.620 -5.116 0.555
H -1.075 1.108 -0.057 -0.079
H -1.434 -0.574 -0.043 -0.107
N 0.635 0.491 4.191 -0.040
C 0.612 -0.853 4.136 -0.463
C 0.411 -1.230 2.825 -0.110
N 0.313 -0.117 2.074 -0.256
C 0.451 0.914 2.927 -0.341
H 0.768 1.084 5.040 0.272
H 0.731 -1.509 4.988 0.393
H 0.342 -2.241 2.446 0.374
H 0.418 1.956 2.634 0.411
```

[2]
Density functional theory data (the ωB97M-V functional and the def2-TZVPD basis) for a structure of composition C6H6BaO18 in a non-equilibrium geometry.

## Properties
E_HOMO ... 1.90 eV
Energy ... -43863.082 eV
Charge ... -4
Lowest unoccupied orbital energy ... 6.6589 eV
Relative energy (zero: lowest compared OMol25 entry of this formula, charge and spin) ... 778.9 kJ/mol
HOMO-LUMO gap ... 4.8 eV
Molecular weight ... 503.42 g/mol

XYZ file:
```
31
Properties=species:S:1:pos:R:3:mulliken_charge:R:1
Ba -0.577 0.714 0.309 1.953
O 1.455 3.736 -5.217 -0.463
C 0.962 3.365 -4.062 0.673
O 0.661 4.167 -3.142 -0.763
O 0.611 2.170 -3.896 -0.720
H 1.430 4.680 -5.387 0.287
O -0.520 -3.923 5.132 -0.492
C -0.476 -2.929 4.237 0.708
O -1.459 -2.211 4.041 -0.721
O 0.600 -2.808 3.553 -0.777
H 0.184 -4.505 4.835 0.292
O -5.698 4.724 1.479 -0.493
C -4.696 4.007 0.984 0.735
O -4.673 2.765 1.140 -0.762
O -3.739 4.650 0.551 -0.763
H -5.220 5.535 1.290 0.294
O 3.476 3.831 4.642 -0.455
C 2.934 3.293 3.584 0.662
O 3.153 2.209 3.031 -0.714
O 2.062 3.936 2.999 -0.775
H 4.101 3.125 4.821 0.293
O 3.475 -3.633 -3.614 -0.446
C 3.702 -3.245 -2.342 0.561
O 3.144 -2.267 -1.799 -0.723
O 4.580 -3.715 -1.695 -0.666
H 3.917 -4.482 -3.544 0.279
O -3.472 -5.171 -2.061 -0.489
C -2.548 -4.292 -2.342 0.652
O -2.545 -3.170 -1.811 -0.754
O -1.752 -4.686 -3.133 -0.715
H -3.070 -5.869 -2.583 0.305
```

[3]
Density functional theory data (the ωB97M-V functional and the def2-TZVPD basis) for a structure of composition C5H10N5 in a non-equilibrium geometry.

## Properties
E_HOMO (spin up / spin down) ... -13.42 / -13.29 eV
Energy ... -12785.177 eV
Charge ... +1
Lowest unoccupied orbital energy (spin up / spin down) ... -3.0971 / -6.2395 eV
Multiplicity ... 3
<S²> ... 2.01
Relative energy (zero: lowest compared OMol25 entry of this formula, charge and spin) ... 151.9 kJ/mol
HOMO-LUMO gap (spin up / spin down) ... 10.3 / 7.0 eV
Molecular weight ... 140.17 g/mol

XYZ file:
```
20
Properties=species:S:1:pos:R:3:mulliken_charge:R:1
C 3.325 -0.883 -0.313 -0.207
C 2.205 0.413 0.791 0.357
C -1.016 0.992 0.390 0.598
C -0.929 -1.426 0.083 -0.744
C -2.849 -0.054 -0.485 -1.022
N 2.226 -0.881 0.432 -0.404
N 3.211 1.144 0.423 -0.624
N 3.940 0.312 -0.361 0.174
N -1.512 -0.123 0.104 0.028
N -1.595 2.164 0.474 -0.404
H 3.867 -1.726 -0.637 0.420
H -0.920 -1.965 1.044 0.315
H -1.570 -2.058 -0.568 0.301
H 0.118 -1.415 -0.119 0.369
H -3.165 1.026 -0.572 0.315
H -2.987 -0.531 -1.459 0.366
H -3.617 -0.755 0.005 0.371
H 4.873 0.526 -0.668 0.256
H -1.044 3.026 0.687 0.302
H -2.561 2.215 0.750 0.234
```